Record 1
This record from OMol25 describes a structure of composition C18H12N3O8S2Ti. The level of theory is the ωB97M-V functional and the def2-TZVPD basis.

## Properties
Gap between HOMO and LUMO (spin up / spin down): 0.30008 / 0.34030 hartree
HOMO (spin up / spin down): -8.84 / -9.84 eV
Total energy: -3105.3846 Ha
Multiplicity: 2
⟨S²⟩: 0.7522
Total charge: 0

Last column: Löwdin charge in e.
Cartesian coordinates (Å):
Ti1 0.699 -0.112 -0.243  1.135
O1 4.569 -1.008 -1.626  0.128
C1 3.426 -0.665 -1.463  -0.418
N1 2.732 -0.496 -0.275  0.014
C2 3.420 -0.541 0.930  -0.412
O2 4.496 -1.030 1.162  0.133
C3 2.654 0.181 2.015  -0.165
C4 3.196 0.354 3.273  0.024
C5 2.465 1.068 4.210  -0.029
C6 1.226 1.576 3.854  -0.027
C7 0.748 1.348 2.575  -0.076
N2 1.455 0.665 1.673  0.025
C8 2.560 -0.288 -2.637  -0.169
C9 3.035 -0.344 -3.931  0.022
C10 2.184 0.042 -4.955  -0.028
C11 0.898 0.458 -4.649  -0.020
C12 0.490 0.473 -3.326  -0.069
N3 1.320 0.113 -2.342  0.023
H1 4.169 -0.067 3.480  0.127
H2 2.859 1.229 5.205  0.115
H3 0.628 2.142 4.555  0.113
H4 -0.213 1.718 2.246  0.117
H5 4.047 -0.682 -4.100  0.126
H6 2.520 0.016 -5.983  0.115
H7 0.207 0.762 -5.421  0.115
H8 -0.510 0.766 -3.033  0.094
O3 -0.256 -1.472 0.936  -0.365
S1 -1.310 -1.890 -0.061  0.569
O4 -1.538 -3.292 -0.124  -0.235
O5 -0.843 -1.231 -1.298  -0.352
C13 -2.809 -1.102 0.465  -0.220
C14 -3.718 -1.954 1.076  -0.046
C15 -4.910 -1.463 1.586  -0.054
C16 -5.190 -0.113 1.488  -0.050
C17 -4.285 0.742 0.876  -0.045
C18 -3.090 0.268 0.353  -0.200
S2 -2.114 1.527 -0.486  0.534
O6 -2.242 1.297 -1.899  -0.285
O7 -2.575 2.782 0.030  -0.280
O8 -0.698 1.287 -0.008  -0.437
H9 -3.482 -3.006 1.140  0.115
H10 -5.610 -2.139 2.057  0.112
H11 -6.115 0.285 1.883  0.112
H12 -4.495 1.799 0.794  0.114

=====

Record 2
This record from OMol25 describes a cluster of 9 separate species, C41H96N14O9 in total. The level of theory is the ωB97M-V functional and the def2-TZVPD basis.

## Properties
Gap between HOMO and LUMO: 0.31131 hartree
HOMO: -8.28 eV
Total energy: -3063.5530 Ha
Structure (SMILES): CC1(C)CCCC(C)(C)N1O.CC1(C)CCCC(C)(C)N1O.CC1(C)CCCC(C)(C)N1O.CC1(C)CCCC(C)(C)N1O.NC(N)=O.NC(N)=O.NC(N)=O.NC(N)=O.NC(N)=O
Total charge: 0

Last column: Löwdin charge in e.
Cartesian coordinates (Å):
C1 4.661 2.736 -0.718  -0.020
C2 3.613 1.957 0.044  -0.527
C3 3.926 0.502 -0.254  -0.049
C4 3.693 2.063 1.587  -0.128
C5 3.180 3.396 2.143  -0.185
C6 1.741 3.622 1.683  -0.124
C7 1.557 3.565 0.107  -0.454
C8 0.049 3.465 -0.144  -0.044
C9 2.065 4.865 -0.571  -0.016
N1 2.235 2.296 -0.348  -0.093
O1 1.989 2.096 -1.720  -0.037
H1 5.651 2.391 -0.452  0.090
H2 4.511 2.527 -1.818  0.107
H3 4.628 3.813 -0.509  0.070
H4 3.256 -0.149 0.351  0.072
H5 3.836 0.336 -1.317  0.064
H6 4.949 0.141 -0.009  0.108
H7 3.005 1.333 1.989  0.080
H8 4.675 1.777 1.994  0.134
H9 3.281 3.409 3.214  0.089
H10 3.830 4.242 1.829  0.116
H11 1.380 4.545 2.168  0.125
H12 1.154 2.802 2.127  0.098
H13 -0.379 4.411 0.237  0.088
H14 -0.384 2.634 0.425  0.060
H15 -0.289 3.357 -1.218  0.087
H16 2.076 4.756 -1.661  0.084
H17 3.144 5.017 -0.351  0.069
H18 1.396 5.654 -0.325  0.072
H19 2.675 2.629 -2.160  0.089
C10 3.933 -1.751 3.712  -0.040
C11 3.704 -2.906 2.774  -0.480
C12 3.724 -4.174 3.606  -0.026
C13 2.331 -2.855 2.067  -0.136
C14 2.211 -3.960 1.036  -0.157
C15 3.284 -3.680 -0.032  -0.130
C16 4.708 -3.832 0.518  -0.487
C17 4.991 -5.274 1.010  -0.005
C18 5.606 -3.305 -0.598  -0.031
N2 4.800 -2.892 1.721  -0.090
O2 6.083 -2.831 2.256  -0.031
H20 4.840 -1.980 4.270  0.087
H21 4.138 -0.839 3.200  0.066
H22 3.108 -1.635 4.383  0.052
H23 4.774 -4.507 3.695  0.088
H24 3.365 -4.028 4.621  0.094
H25 3.147 -4.945 3.123  0.059
H26 1.570 -2.886 2.813  0.094
H27 2.103 -1.826 1.672  0.108
H28 2.215 -4.953 1.472  0.094
H29 1.176 -3.829 0.618  0.104
H30 3.192 -2.579 -0.224  0.108
H31 3.306 -4.226 -0.967  0.118
H32 4.127 -5.628 1.568  0.061
H33 5.891 -5.265 1.588  0.064
H34 5.192 -5.888 0.116  0.094
H35 5.800 -4.048 -1.382  0.089
H36 6.563 -3.112 -0.137  0.072
H37 5.190 -2.374 -1.031  0.073
H38 6.351 -3.685 2.600  0.069
C19 -1.036 2.372 -5.666  -0.046
C20 -1.701 1.901 -4.352  -0.468
C21 -0.597 1.388 -3.404  -0.038
C22 -2.515 3.071 -3.780  -0.137
C23 -3.467 2.586 -2.720  -0.195
C24 -4.419 1.533 -3.260  -0.136
C25 -3.710 0.311 -3.853  -0.448
C26 -3.124 -0.589 -2.693  -0.015
C27 -4.736 -0.491 -4.692  -0.040
N3 -2.565 0.733 -4.801  -0.080
O3 -1.699 -0.313 -5.115  -0.088
H39 -1.801 2.794 -6.369  0.093
H40 -0.207 3.065 -5.590  0.075
H41 -0.592 1.545 -6.243  0.070
H42 0.307 1.989 -3.520  0.076
H43 -0.768 1.451 -2.314  0.063
H44 -0.413 0.390 -3.687  0.038
H45 -1.706 3.752 -3.455  0.128
H46 -3.089 3.566 -4.592  0.126
H47 -2.799 2.212 -1.928  0.093
H48 -4.092 3.416 -2.380  0.108
H49 -5.128 1.896 -3.964  0.107
H50 -5.069 1.141 -2.477  0.114
H51 -2.417 -1.301 -3.071  0.058
H52 -3.885 -1.173 -2.195  0.075
H53 -2.673 -0.005 -1.881  0.059
H54 -5.056 0.124 -5.564  0.096
H55 -5.542 -0.865 -4.042  0.086
H56 -4.203 -1.403 -4.981  0.071
H57 -1.944 -0.749 -5.959  0.128
C28 -3.599 0.265 0.852  0.001
C29 -3.823 0.782 2.295  -0.449
C30 -3.776 -0.258 3.350  -0.044
C31 -2.698 1.873 2.678  -0.152
C32 -2.746 3.085 1.900  -0.228
C33 -4.098 3.680 2.160  -0.152
C34 -5.310 2.820 1.765  -0.494
C35 -6.594 3.491 2.323  -0.041
C36 -5.451 2.829 0.240  -0.035
N4 -5.129 1.499 2.437  -0.085
O4 -6.293 0.681 2.250  -0.014
H58 -2.681 -0.326 0.890  0.075
H59 -4.450 -0.352 0.607  0.076
H60 -3.530 0.969 0.044  0.044
H61 -4.005 0.064 4.373  0.103
H62 -4.402 -1.096 3.215  0.073
H63 -2.758 -0.615 3.358  0.054
H64 -2.978 2.190 3.722  0.130
H65 -1.748 1.393 2.812  0.080
H66 -1.975 3.868 2.085  0.126
H67 -2.634 2.847 0.843  0.090
H68 -4.222 4.635 1.673  0.117
H69 -4.170 3.922 3.228  0.126
H70 -7.365 2.997 1.750  0.069
H71 -6.637 4.586 2.126  0.092
H72 -6.786 3.440 3.399  0.087
H73 -5.940 1.919 -0.072  0.072
H74 -4.506 2.849 -0.315  0.042
H75 -5.998 3.754 -0.077  0.108
H76 -6.242 0.332 1.352  0.071
N5 -2.253 -4.165 1.519  0.136
C37 -1.839 -4.175 2.815  -0.656
N6 -1.368 -2.972 3.265  0.155
O5 -1.902 -5.193 3.563  -0.027
H77 -2.825 -4.985 1.336  0.106
H78 -2.588 -3.234 1.206  0.103
H79 -0.944 -2.346 2.595  0.045
H80 -0.898 -3.101 4.160  0.105
N7 -0.774 -4.541 -1.572  0.198
C38 -0.371 -4.049 -2.737  -0.668
N8 -0.389 -4.917 -3.759  0.174
O6 0.171 -2.947 -2.889  -0.018
H81 -1.041 -5.503 -1.463  0.112
H82 -0.814 -3.905 -0.789  0.072
H83 -0.917 -5.742 -3.786  0.087
H84 -0.226 -4.484 -4.640  0.105
N9 1.560 -1.001 -5.037  0.152
C39 2.825 -0.754 -4.613  -0.733
N10 3.096 -1.461 -3.475  0.155
O7 3.548 0.052 -5.112  0.049
H85 1.229 -0.331 -5.751  0.111
H86 0.866 -1.551 -4.525  0.065
H87 2.563 -2.190 -3.037  0.069
H88 4.080 -1.374 -3.181  0.103
N11 0.624 -0.692 -0.982  0.236
C40 0.187 -0.803 0.276  -0.657
N12 0.443 0.115 1.204  0.203
O8 -0.609 -1.746 0.580  -0.066
H89 1.340 -0.048 -1.248  0.065
H90 0.379 -1.416 -1.665  0.074
H91 0.453 -0.263 2.123  0.071
H92 1.312 0.632 1.026  0.067
N13 1.824 1.120 4.843  0.177
C41 0.802 0.291 4.815  -0.682
N14 -0.445 0.818 5.135  0.171
O9 0.917 -0.913 4.553  -0.003
H93 1.690 2.111 5.021  0.113
H94 2.760 0.664 4.837  0.133
H95 -0.557 1.806 5.261  0.091
H96 -1.245 0.228 5.019  0.084

=====

Record 3
This record from OMol25 describes a structure of composition C46H38As2F5OPdSSe. The level of theory is the ωB97M-V functional and the def2-TZVPD basis.

## Properties
Gap between HOMO and LUMO: 0.26434 hartree
HOMO: -10.30 eV
Total energy: -9749.1195 Ha
Total charge: +1

Last column: Löwdin charge in e.
Cartesian coordinates (Å):
Pd1 0.199 -0.600 0.652  0.281
C1 -1.199 1.125 3.307  -0.379
C2 -2.052 1.720 2.191  -0.385
As1 -1.851 0.659 0.558  1.257
C3 -2.556 1.762 -0.851  -0.367
C4 -1.954 2.996 -1.083  -0.108
C5 -2.410 3.799 -2.117  -0.080
C6 -3.452 3.365 -2.927  -0.071
C7 -4.042 2.131 -2.700  -0.065
C8 -3.598 1.325 -1.661  -0.097
C9 -3.070 -0.830 0.739  -0.374
C10 -2.916 -1.889 -0.156  -0.123
C11 -3.728 -3.008 -0.057  -0.071
C12 -4.684 -3.084 0.948  -0.068
C13 -4.827 -2.040 1.850  -0.062
C14 -4.025 -0.911 1.745  -0.086
As2 0.550 0.661 2.561  1.187
C15 1.181 2.373 1.937  -0.379
C16 1.281 3.427 2.844  -0.097
C17 1.661 4.684 2.402  -0.064
C18 1.947 4.889 1.057  -0.064
C19 1.863 3.837 0.158  -0.077
C20 1.479 2.574 0.594  -0.130
C21 1.708 0.226 4.022  -0.391
C22 3.059 0.535 3.909  -0.108
C23 3.924 0.210 4.942  -0.064
C24 3.439 -0.418 6.082  -0.064
C25 2.090 -0.721 6.192  -0.063
C26 1.219 -0.403 5.161  -0.099
H1 -1.634 0.206 3.702  0.065
H2 -1.057 1.825 4.132  0.084
H3 -1.723 2.730 1.942  0.070
H4 -3.107 1.773 2.457  0.075
H5 -1.126 3.331 -0.467  0.089
H6 -1.951 4.764 -2.292  0.111
H7 -3.804 3.992 -3.735  0.112
H8 -4.856 1.795 -3.330  0.112
H9 -4.071 0.368 -1.479  0.100
H10 -2.152 -1.840 -0.925  0.078
H11 -3.609 -3.826 -0.757  0.117
H12 -5.310 -3.962 1.035  0.117
H13 -5.563 -2.104 2.640  0.115
H14 -4.156 -0.103 2.453  0.096
H15 1.074 3.268 3.896  0.111
H16 1.738 5.502 3.105  0.111
H17 2.244 5.871 0.714  0.111
H18 2.099 3.990 -0.887  0.107
H19 1.421 1.753 -0.114  0.081
H20 3.437 1.029 3.022  0.103
H21 4.976 0.447 4.858  0.111
H22 4.116 -0.671 6.887  0.111
H23 1.713 -1.209 7.081  0.112
H24 0.170 -0.651 5.253  0.099
F1 -3.031 -5.963 1.688  0.140
C27 -1.962 -5.176 1.631  -0.152
C28 -0.985 -5.396 0.676  -0.143
F2 -1.118 -6.402 -0.186  0.133
C29 0.113 -4.555 0.611  -0.262
F3 1.023 -4.808 -0.331  0.064
C30 0.276 -3.483 1.482  -0.478
Se1 1.784 -2.310 1.341  0.773
C31 -0.725 -3.296 2.427  -0.258
F4 -0.659 -2.269 3.289  0.042
C32 -1.830 -4.120 2.515  -0.154
F5 -2.770 -3.899 3.433  0.129
O1 0.284 -1.034 -1.463  -0.664
S1 0.612 -2.265 -2.287  0.988
C33 -0.299 -1.982 -3.835  -0.272
C34 -0.020 -0.684 -4.525  -0.283
C35 -0.494 0.516 -3.999  -0.036
C36 -0.207 1.714 -4.634  -0.062
C37 0.547 1.727 -5.800  -0.075
C38 1.009 0.534 -6.338  -0.073
C39 0.725 -0.666 -5.701  -0.057
C40 2.354 -2.061 -2.839  -0.231
C41 3.026 -0.866 -2.229  -0.274
C42 3.658 -0.993 -0.996  -0.107
C43 4.309 0.089 -0.423  -0.076
C44 4.338 1.309 -1.084  -0.090
C45 3.709 1.442 -2.314  -0.074
C46 3.051 0.361 -2.884  -0.022
H25 -1.341 -2.065 -3.521  0.096
H26 -0.069 -2.847 -4.462  0.105
H27 -1.085 0.511 -3.092  0.096
H28 -0.581 2.641 -4.218  0.096
H29 0.765 2.664 -6.296  0.107
H30 1.585 0.535 -7.254  0.110
H31 1.075 -1.598 -6.132  0.118
H32 2.348 -2.021 -3.927  0.091
H33 2.839 -2.982 -2.517  0.099
H34 3.650 -1.951 -0.488  0.046
H35 4.810 -0.029 0.529  0.107
H36 4.860 2.151 -0.646  0.108
H37 3.743 2.386 -2.844  0.107
H38 2.576 0.469 -3.850  0.102

=====

Record 4
This record from OMol25 describes a cluster of 9 separate species, C33H55N5O19 in total. The level of theory is the ωB97M-V functional and the def2-TZVPD basis.

## Properties
Gap between HOMO and LUMO: 0.26858 hartree
HOMO: -9.08 eV
Total energy: -2993.5115 Ha
Total charge: 0

Last column: Löwdin charge in e.
Cartesian coordinates (Å):
N1 -2.338 0.119 -2.161  0.280
H1 -1.581 -0.261 -1.612  0.052
H2 -2.129 0.037 -3.146  0.139
H3 -2.494 1.075 -1.874  0.041
H4 -3.152 -0.340 -1.778  0.053
C1 0.778 -1.046 1.353  0.035
C2 -0.203 -0.638 0.192  -0.666
O1 -1.238 0.000 0.505  -0.061
O2 -0.020 -0.923 -0.982  -0.043
H5 0.320 -0.997 2.341  0.073
H6 1.703 -0.479 1.256  0.048
H7 1.123 -2.059 1.149  0.054
C3 4.098 0.821 2.913  0.062
N2 3.263 1.955 3.447  -0.435
O3 3.771 2.594 4.320  0.078
O4 2.130 2.133 3.052  0.065
H8 4.665 1.128 2.034  0.082
H9 3.390 0.066 2.569  0.068
H10 4.664 0.382 3.735  0.100
C4 -2.264 4.241 -2.564  -0.051
C5 -3.073 3.869 -1.306  -0.385
C6 -4.579 3.936 -1.592  -0.213
O5 -5.125 5.084 -2.199  -0.168
C7 -5.457 4.964 -3.576  -0.104
N3 -2.594 2.527 -0.887  0.028
H11 -2.592 3.610 -3.390  0.071
H12 -1.223 3.960 -2.406  0.070
H13 -2.408 5.286 -2.838  0.082
H14 -2.845 4.549 -0.485  0.134
H15 -5.007 3.864 -0.592  0.123
H16 -4.841 3.004 -2.094  0.121
H17 -6.308 4.283 -3.573  0.090
H18 -4.664 4.709 -4.280  0.077
H19 -5.757 5.913 -4.020  0.085
H20 -3.035 2.297 -0.008  0.052
H21 -1.601 2.548 -0.700  0.082
C8 5.332 5.421 -0.564  -0.060
C9 5.490 4.116 0.253  -0.413
C10 4.639 2.981 -0.384  -0.167
O6 3.234 3.150 -0.049  -0.209
C11 2.335 2.183 -0.598  -0.101
N4 6.911 3.707 0.408  0.023
H22 4.304 5.777 -0.495  0.077
H23 5.687 5.295 -1.587  0.078
H24 5.888 6.243 -0.113  0.068
H25 5.213 4.346 1.281  0.128
H26 4.904 2.016 0.048  0.094
H27 4.753 2.963 -1.467  0.125
H28 2.660 1.147 -0.696  0.085
H29 2.008 2.586 -1.557  0.084
H30 1.461 2.142 0.052  0.077
H31 6.861 2.934 1.056  0.052
H32 7.366 4.414 0.968  0.065
C12 -4.850 -0.715 0.759  -0.031
C13 -4.456 -1.869 -0.243  -0.394
C14 -5.315 -3.150 -0.054  -0.221
O7 -5.130 -4.045 -1.134  -0.177
C15 -5.650 -5.350 -0.789  -0.093
N5 -4.750 -1.268 -1.515  0.002
H33 -4.126 0.085 0.602  0.058
H34 -4.676 -1.098 1.764  0.077
H35 -5.881 -0.371 0.679  0.080
H36 -3.394 -2.113 -0.244  0.140
H37 -6.377 -2.946 0.088  0.125
H38 -5.012 -3.493 0.935  0.122
H39 -5.547 -5.961 -1.685  0.083
H40 -6.735 -5.305 -0.690  0.085
H41 -5.188 -5.943 0.000  0.089
H42 -4.696 -1.989 -2.220  0.088
H43 -5.705 -0.947 -1.439  0.089
C16 -0.659 1.495 4.935  0.080
C17 -1.447 1.404 3.799  -0.173
C18 -1.728 2.555 2.971  -0.350
O8 -2.225 2.563 1.868  0.103
C19 -1.301 3.830 3.503  0.082
C20 -0.582 3.938 4.697  -0.140
C21 -0.160 2.732 5.512  -0.324
O9 0.468 2.813 6.577  0.095
O10 -0.021 5.137 5.167  0.063
O11 -1.862 0.190 3.284  0.057
H44 -0.510 0.639 5.576  0.129
H45 -1.513 4.731 2.945  0.127
H46 0.540 4.966 5.927  0.095
H47 -1.794 0.109 2.330  0.045
C22 2.885 -3.665 2.810  0.081
C23 2.151 -4.718 2.251  -0.220
C24 2.618 -5.573 1.104  -0.262
O12 1.999 -6.501 0.521  0.077
C25 3.928 -5.086 0.567  0.068
C26 4.641 -4.082 1.101  -0.192
C27 4.241 -3.314 2.330  -0.344
O13 4.964 -2.536 2.896  0.109
O14 5.837 -3.645 0.542  0.074
O15 1.035 -5.103 2.841  0.117
H48 2.564 -3.106 3.677  0.128
H49 4.248 -5.364 -0.427  0.130
H50 6.237 -2.891 0.981  0.102
H51 0.591 -5.829 2.397  0.123
C28 1.180 -3.504 -4.951  0.082
C29 0.903 -3.267 -3.636  -0.183
C30 1.137 -4.199 -2.461  -0.278
O16 0.798 -3.950 -1.265  0.083
C31 1.692 -5.430 -2.941  0.072
C32 2.004 -5.739 -4.249  -0.215
C33 1.708 -4.884 -5.388  -0.308
O17 1.705 -5.194 -6.570  0.109
O18 2.426 -6.966 -4.594  0.109
O19 0.539 -1.986 -3.210  0.034
H52 0.982 -2.679 -5.619  0.120
H53 1.897 -6.145 -2.158  0.119
H54 2.639 -7.053 -5.526  0.115
H55 0.309 -1.845 -2.289  0.014